{"formula": "C15H34BrMnN2O3", "method": "ωB97M-V/def2-TZVPD", "orbital_gap_ha": [0.1221, 0.1194], "charge": 1, "s_squared": 8.7585, "relative_energy_kcal_mol": 47.04, "multiplicity": 6, "elements": ["Mn", "Br", "C", "O", "C", "C", "N", "C", "C", "O", "C", "H", "H", "H", "H", "H", "H", "H", "H", "H", "H", "H", "H", "H", "H", "H", "C", "C", "C", "C", "C", "C", "N", "O", "C", "C", "C", "H", "H", "H", "H", "H", "H", "H", "H", "H", "H", "H", "H", "H", "H", "H", "H", "H", "H", "H"], "coordinates": [[1.32027, 1.60810, -1.34345], [0.63682, 0.50488, 0.66938], [5.38364, 3.76936, -4.24647], [4.85795, 2.46807, -4.12280], [5.33114, 1.61283, -5.16304], [4.87963, 0.20677, -4.87271], [5.49870, -0.29095, -3.67161], [4.93537, -1.54611, -3.18116], [5.08040, -1.62591, -1.68969], [4.12108, -0.76077, -1.12596], [4.21151, -0.59979, 0.26353], [6.47451, 3.76560, -4.17758], [4.93726, 4.37660, -3.46139], [5.09854, 4.21783, -5.20844], [6.42894, 1.64726, -5.19923], [4.96045, 1.96886, -6.13235], [5.12640, -0.40371, -5.74674], [3.77143, 0.21888, -4.81596], [5.45833, 0.40718, -2.94040], [5.42259, -2.39393, -3.66411], [3.85841, -1.58724, -3.41702], [6.09511, -1.28396, -1.41736], [5.05500, -2.66675, -1.34039], [3.42296, 0.10973, 0.47005], [5.18268, -0.19206, 0.57332], [4.04152, -1.51992, 0.83515], [-3.76370, 0.81956, 0.14210], [-4.33453, 0.36632, 1.47662], [-5.36613, -0.73896, 1.19492], [-5.71402, -1.59901, 2.39790], [-4.45010, -2.15514, 2.99020], [-3.44174, -1.07260, 3.39788], [-3.21248, -0.26385, 2.20090], [-2.25367, 0.75311, 2.53375], [-3.94889, -0.29299, 4.63292], [-2.13781, -1.77081, 3.76080], [-4.98236, 1.56730, 2.17704], [-3.26321, -0.00125, -0.36841], [-3.08097, 1.65706, 0.31580], [-4.56742, 1.22094, -0.48102], [-6.27146, -0.28863, 0.77511], [-4.98712, -1.36016, 0.37380], [-6.39290, -2.38610, 2.06866], [-6.25567, -0.98207, 3.11973], [-3.95850, -2.82355, 2.27336], [-4.64230, -2.79895, 3.85521], [-3.65888, -0.80406, 5.55285], [-3.50163, 0.70038, 4.66802], [-5.03308, -0.19952, 4.66424], [-2.26508, -2.50879, 4.54742], [-1.73762, -2.28389, 2.87841], [-1.39076, -1.02226, 4.03223], [-5.89769, 1.86822, 1.66972], [-4.29599, 2.41615, 2.19387], [-5.21296, 1.34504, 3.21393], [-1.57200, 0.62760, 1.86850]], "forces_ev_per_angstrom": [[-0.05, -0.99, 1.16], [0.38, 0.75, -1.34], [-0.21, 0.27, -0.28], [-0.09, -0.33, 0.00], [0.23, 0.21, 0.03], [-0.30, 0.32, -0.29], [0.10, -0.33, 0.08], [-0.12, 0.38, -0.33], [1.18, -0.20, -0.13], [-0.38, -0.19, -0.22], [0.23, 0.13, 0.29], [-0.01, 0.06, 0.13], [0.20, 0.02, 0.10], [0.07, -0.07, 0.05], [-0.08, 0.01, 0.07], [-0.09, -0.09, 0.06], [0.09, -0.15, 0.17], [0.04, -0.09, 0.06], [-0.11, 0.10, -0.09], [0.00, -0.02, -0.01], [0.03, -0.23, 0.01], [-0.17, 0.10, -0.02], [-0.66, 0.17, 0.16], [-0.01, 0.14, 0.64], [-0.08, 0.03, -0.11], [-0.10, -0.02, -0.22], [-0.19, 0.68, -0.03], [-0.24, -0.37, 0.05], [-0.13, 0.03, -0.50], [-0.23, 0.41, -0.33], [0.36, -0.60, 0.32], [-0.65, -0.39, 0.46], [0.41, 0.12, -0.21], [-0.21, 0.12, 0.03], [0.17, 0.01, 0.04], [0.57, 0.32, -0.70], [0.34, 0.02, 0.28], [0.03, -0.02, -0.04], [0.14, -0.14, -0.12], [0.01, -0.16, -0.08], [0.07, 0.17, 0.14], [0.15, -0.15, 0.25], [0.00, -0.09, 0.16], [-0.03, -0.12, 0.08], [-0.04, 0.16, -0.15], [-0.10, 0.22, 0.09], [0.03, -0.09, -0.08], [-0.02, 0.00, 0.00], [0.00, 0.08, -0.09], [-0.08, 0.10, 0.17], [-0.14, -0.04, 0.04], [-0.03, -0.15, 0.33], [0.00, -0.02, -0.07], [-0.03, -0.02, -0.04], [-0.20, -0.02, -0.01], [-0.03, -0.02, 0.06]], "nbo_charge": [1.5552, -0.5544, -0.2483, -0.5735, -0.0737, -0.2286, -0.6176, -0.2308, -0.0816, -0.5737, -0.2437, 0.1823, 0.1822, 0.1733, 0.1847, 0.1788, 0.2100, 0.1391, 0.3617, 0.2085, 0.1632, 0.1779, 0.1896, 0.1605, 0.1800, 0.1866, -0.6111, 0.1148, -0.3977, -0.4051, -0.4033, 0.1145, -0.1949, -0.6092, -0.6476, -0.6064, -0.6428, 0.2071, 0.1975, 0.2158, 0.2145, 0.2009, 0.2213, 0.2009, 0.2062, 0.2176, 0.2185, 0.2263, 0.2065, 0.2176, 0.2036, 0.2160, 0.2155, 0.2163, 0.2221, 0.4565]}